[1]
12
Properties=species:S:1:pos:R:3 method="wB97M-V/def2-TZVPD" relative_energy_kj_mol=571.8
C -0.171 0.899 0.461
C 0.338 0.278 -1.290
C 0.091 2.014 -0.420
C 0.465 1.648 -1.762
C -0.141 -0.369 -0.150
C -0.221 -1.777 0.353
H -0.250 1.138 1.463
H 0.378 2.960 0.134
H 0.532 2.131 -2.689
H 0.740 -2.176 0.506
H -0.903 -2.247 -0.218
H -0.795 -1.771 1.311

[2]
12
Properties=species:S:1:pos:R:3 method="wB97M-V/def2-TZVPD" smiles=C12C3C1C1C2C31 relative_energy_kj_mol=608.7
C 0.545 -0.634 -0.734
C 0.302 0.834 -0.814
C 1.158 -0.015 0.464
C -0.133 0.026 1.227
C -0.841 -0.827 -0.096
C -0.901 0.648 0.124
H 1.114 -1.223 -1.443
H 0.294 1.443 -1.736
H 2.150 -0.225 0.891
H -0.248 0.212 2.303
H -1.645 -1.475 -0.478
H -1.795 1.235 0.292

[3]
12
Properties=species:S:1:pos:R:3 method="wB97M-V/def2-TZVPD" s2=2.01 relative_energy_kj_mol=304.1 spin_multiplicity=3
C -1.957 0.202 0.030
C -0.658 0.172 -0.481
C 0.564 1.073 -0.171
C -0.185 -0.837 0.640
C 0.125 -1.062 -0.775
C 1.139 -0.354 0.099
H -2.309 1.303 0.438
H 0.942 1.592 -1.051
H 0.580 1.691 0.831
H -0.578 -1.402 1.479
H 0.133 -1.907 -1.331
H 2.203 -0.472 0.291

[4]
19
Properties=species:S:1:pos:R:3 method="wB97M-V/def2-TZVPD" total_energy_ha=-830.63976 total_charge=-1
O -2.143 1.417 0.612
C -2.454 1.025 1.920
O -1.919 -0.041 2.299
O -3.104 1.843 2.562
C -0.908 1.929 0.323
H -0.393 2.393 1.167
C -0.547 2.086 -0.982
H -1.254 1.833 -1.775
H 0.267 2.778 -1.200
H 0.958 0.635 0.671
O 1.356 -0.364 0.564
C 1.833 -0.579 -0.658
C 1.997 -1.792 -1.208
C 1.198 -3.020 -0.884
O 1.116 -3.891 -1.771
O 0.549 -3.050 0.209
Ag -0.565 -1.718 1.587
H 1.400 0.346 -1.329
H 2.613 -1.828 -2.107